No. 1
# C16H33BN2OP2Pd

A molecular structure, C16H33BN2OP2Pd in a non-equilibrium geometry (ωB97M-V with the def2-TZVPD basis set, the Open Molecules 2025 dataset).

Results
Frontier orbital gap (alpha / beta)   0.11346 / 0.19822 hartree
Calculated total energy   -44879.8236 eV
Strongest force on any atom   0.114 hartree/bohr
⟨S²⟩   6.071
Energy above the lowest of the compared OMol25 structures with the same formula, charge and spin   0.0 kcal/mol
Lowest unoccupied orbital energy (alpha / beta)   0.005 / -0.039 Eh
2S+1   5
Highest occupied orbital energy (alpha / beta)   -2.96 / -6.46 eV

The geometry in XYZ format:
```
56
Properties=species:S:1:pos:R:3:forces:R:3:mulliken_charge:R:1
Pd -1.0158 1.7218 0.0258 1.9 -0.9 1.3 0.025
P 3.5541 -1.1337 -0.6808 -1.3 0.8 0.2 1.587
P -2.7654 1.1255 2.2204 4.0 -1.8 -0.8 1.582
N -1.7298 1.9690 -1.7013 0.2 0.1 -1.7 -0.770
H 2.8676 -1.3829 0.5553 0.8 0.0 -1.0 -0.209
C 5.0734 -2.0888 -0.7710 0.2 -0.3 0.0 -1.236
H 5.9286 -1.4452 -0.5279 -0.2 -0.2 0.0 0.384
H 5.1955 -2.5011 -1.7811 0.0 0.1 0.3 0.400
H 5.0176 -2.9096 -0.0442 0.1 0.2 -0.3 0.407
C 3.9221 0.6296 -0.8025 0.3 0.0 -0.1 -1.267
H 4.7908 0.8722 -0.1758 -0.3 0.0 -0.1 0.438
H 3.0397 1.1952 -0.4756 0.0 -0.3 -0.1 0.244
H 4.1492 0.8742 -1.8501 0.0 -0.1 0.3 0.459
C 2.4546 -1.5468 -2.0545 0.1 -0.2 -0.2 -1.094
H 2.9604 -1.3075 -3.0014 -0.1 -0.1 0.3 0.514
H 1.5335 -0.9543 -1.9704 0.3 0.0 0.2 0.022
H 2.2107 -2.6176 -2.0360 0.1 0.3 0.0 0.424
C -3.7947 -0.3315 2.1363 -1.2 -0.1 0.2 -1.301
H -4.6643 -0.1779 2.7924 0.0 -0.3 -0.2 0.442
H -3.2494 -1.2257 2.4666 0.1 0.5 0.0 0.350
H -4.1434 -0.4693 1.1031 0.1 0.1 0.3 0.351
C -2.7208 1.7975 3.8705 -0.7 0.3 0.7 -1.339
H -3.6862 1.5930 4.3561 0.2 0.2 0.1 0.401
H -2.5752 2.8853 3.8105 0.0 -0.3 0.0 0.403
H -1.9145 1.3439 4.4611 -0.1 -0.1 -0.3 0.291
C -3.3179 2.3531 1.0325 -0.5 0.2 0.3 -1.384
H -3.6411 3.2151 1.6280 0.0 0.1 -0.4 0.413
H -4.1672 1.9303 0.4870 0.0 0.2 0.0 0.460
H -2.5448 2.7137 0.2762 -1.0 0.2 0.8 0.439
C -1.6797 1.2892 -2.8232 -0.3 -0.2 -0.8 0.232
C -1.1755 -0.6962 -4.1713 -0.1 0.2 0.1 -0.552
C -1.2463 -0.0813 -2.9329 -0.1 0.1 0.2 -0.116
C -2.0632 1.9723 -4.0337 0.1 -0.2 0.1 -0.305
C -1.9803 1.3387 -5.2573 0.0 -0.1 0.2 -0.479
C -1.5362 0.0052 -5.3333 0.0 0.0 -0.1 -0.328
H -0.8388 -1.7324 -4.2362 -0.1 0.3 0.0 0.382
H -0.9675 -0.5945 -2.0073 -0.1 0.2 -0.3 0.413
H -2.3974 3.0067 -3.9160 0.1 -0.4 -0.2 0.402
H -2.2613 1.8783 -6.1620 0.1 -0.2 0.2 0.347
H -1.4728 -0.4897 -6.3038 0.0 0.2 0.3 0.359
C 0.9905 -0.4468 1.2206 -4.3 1.7 1.9 1.768
O 0.8136 0.3645 0.1276 1.2 0.1 -1.6 -0.892
C 0.7639 -1.9452 0.9450 0.3 -0.3 -0.2 -1.505
H -0.3110 -2.1697 0.9938 0.3 0.1 0.0 0.360
H 1.2686 -2.5572 1.7016 -0.2 -0.1 -0.2 0.251
H 1.0899 -2.2388 -0.0592 0.0 -0.1 0.1 0.459
C 2.1491 -0.0270 2.1428 0.3 -0.1 0.0 -1.441
H 2.4880 -0.8763 2.7469 0.1 0.2 0.1 0.257
H 1.8020 0.7532 2.8329 0.1 -0.2 -0.2 0.413
H 2.9877 0.4047 1.5866 0.1 -0.1 0.1 0.504
B -0.4063 -0.8448 3.6435 0.1 0.2 -0.5 0.557
C -0.3126 -0.1273 2.1974 3.5 -3.8 1.9 -1.490
N -1.1674 0.7102 1.7784 -4.1 3.9 -1.7 -0.310
H 0.3897 -1.7672 3.6922 0.0 0.0 0.2 -0.261
H -1.5450 -1.2662 3.7964 -0.2 0.0 0.3 -0.243
H -0.1491 0.0097 4.4807 0.0 0.0 0.4 -0.217
```
Positions in Å, forces in eV/Å.



No. 2
# C16H33CaN5O8P2S4

A molecular structure, C16H33CaN5O8P2S4 (ωB97M-V with the def2-TZVPD basis set, the Open Molecules 2025 dataset).

Results
Frontier orbital gap   0.32133 hartree
Calculated total energy   -121328.0530 eV
Strongest force on any atom   0.010 hartree/bohr
Energy above the lowest of the compared OMol25 structures with the same formula, charge and spin   53.1 kcal/mol
Lowest unoccupied orbital energy   0.002 Eh
Highest occupied orbital energy   -8.70 eV

The geometry in XYZ format:
```
69
Properties=species:S:1:pos:R:3:forces:R:3:mulliken_charge:R:1
Ca 0.0416 0.1674 0.3237 0.2 -0.4 -0.2 1.251
C -2.5641 -2.2355 -1.2437 0.0 -0.1 0.0 -1.442
C -1.7634 -3.3916 -0.6199 0.0 0.1 0.0 -0.783
S -1.0258 -2.7135 0.8798 0.0 0.1 0.2 0.139
C 0.1987 -3.9485 1.3627 0.0 0.0 0.0 -0.809
C 1.2927 -3.2880 2.1974 0.0 -0.1 0.0 -0.877
S 2.2360 -2.0028 1.3466 -0.1 0.1 0.2 0.159
C 2.9330 -2.9425 -0.0251 0.0 0.0 -0.1 -0.655
C 3.6449 -1.9791 -0.9637 0.0 0.0 0.0 -0.997
S 2.5782 -0.6806 -1.6241 0.0 0.0 0.0 0.101
C 1.5356 -1.6407 -2.7513 0.0 0.0 0.0 -0.307
C 0.3615 -0.7696 -3.1705 0.0 0.0 0.0 -1.097
S -2.0907 0.1997 -2.5615 0.0 0.0 -0.1 -0.297
H -2.7638 -1.4583 -0.5024 0.0 0.0 0.0 0.635
H -3.5254 -2.5994 -1.6062 0.0 0.0 0.0 0.356
H -0.9989 -3.7519 -1.3106 0.0 0.0 0.0 0.438
H -2.4126 -4.2278 -0.3646 0.0 0.0 0.0 0.499
H 0.6110 -4.4306 0.4752 0.0 0.0 0.0 0.411
H -0.2808 -4.7223 1.9642 0.0 0.0 0.0 0.481
H 1.9758 -4.0478 2.5806 0.0 0.0 0.0 0.488
H 0.8521 -2.7778 3.0560 0.0 0.0 0.0 0.402
H 2.1467 -3.4732 -0.5625 0.0 0.0 0.0 0.210
H 3.6425 -3.6796 0.3559 0.0 0.0 0.0 0.486
H 4.0999 -2.5234 -1.7927 0.0 0.0 0.0 0.465
H 4.4437 -1.4574 -0.4352 0.0 0.0 0.0 0.445
H 1.1605 -2.5398 -2.2583 0.0 0.0 0.0 0.014
H 2.1174 -1.9431 -3.6227 0.0 0.0 0.0 0.563
H -0.0196 -1.0884 -4.1401 0.0 0.0 0.0 0.435
H 0.6721 0.2706 -3.2581 0.0 0.0 0.0 0.332
O -1.2121 -0.3127 3.1421 0.0 0.1 0.2 -0.343
P -2.0891 0.8853 2.4609 0.1 -0.2 0.0 0.527
O -3.3136 1.2147 3.1896 0.0 0.0 0.0 -0.811
O -2.0951 0.4750 1.0010 0.2 0.0 -0.1 -0.312
O -1.0304 2.1295 2.5441 -0.2 0.3 0.0 -0.193
P 0.5478 2.2072 2.8485 0.3 -0.1 0.0 0.568
O 0.6479 1.5878 4.3453 0.0 0.1 0.1 -0.485
O 0.9785 3.6162 2.8213 0.0 0.0 0.1 -0.723
O 1.2163 1.1882 1.9455 -0.2 0.1 -0.1 -0.656
H -0.8779 -0.0477 4.0144 -0.1 0.0 -0.1 0.282
H 0.6284 2.3031 4.9960 0.0 -0.1 -0.2 0.314
N -2.4931 -1.2323 -5.3546 0.0 0.0 0.0 -0.329
C -2.1454 -2.3896 -4.7187 -0.1 0.0 0.0 0.512
N -2.1957 -3.5052 -5.5289 0.0 0.0 0.0 -0.605
N -1.7886 -2.5481 -3.4972 0.1 0.0 0.0 -0.335
C -1.8495 -1.6358 -2.4405 0.0 -0.2 0.0 -0.313
N -0.6877 -0.8238 -2.1362 -0.1 0.3 0.0 0.931
H -3.1531 -1.3115 -6.1102 0.0 0.0 0.0 0.276
H -2.5543 -0.4058 -4.7745 0.0 0.0 0.0 0.162
H -1.9216 -3.3735 -6.4890 0.0 0.0 0.0 0.219
H -1.8208 -4.3314 -5.0918 0.0 0.0 0.0 0.248
O 0.6151 1.7492 -1.3692 -0.2 -0.1 0.1 -0.063
C 1.1857 2.8203 -1.5648 0.1 0.1 0.2 -0.413
C 2.0946 3.4513 -0.5575 0.0 0.0 0.0 -0.451
C 1.3343 4.7064 -0.0403 0.0 0.0 0.0 -0.970
C -0.2073 4.6474 -0.1309 0.0 0.0 0.0 0.102
C -0.8302 4.9998 -1.4956 0.0 0.0 0.0 -0.956
C -0.6041 3.9671 -2.6011 0.0 0.0 0.0 -0.142
N 0.8309 3.6052 -2.6315 0.0 0.0 -0.1 -0.139
H 3.0465 3.7407 -1.0070 0.0 0.0 0.0 0.492
H 2.2725 2.7433 0.2500 0.0 0.0 0.0 0.075
H 1.6865 5.5934 -0.5762 0.0 0.0 0.0 0.424
H 1.5913 4.8213 1.0106 0.0 0.0 0.0 0.535
H -0.5897 5.3595 0.6012 0.0 0.0 0.0 0.402
H -0.5704 3.6760 0.2205 0.0 0.0 0.0 -0.174
H -0.4209 5.9617 -1.8266 0.0 0.0 0.0 0.301
H -1.9055 5.1503 -1.3738 0.0 0.0 0.0 0.425
H -0.8983 4.3499 -3.5776 0.0 0.0 0.0 0.357
H -1.1622 3.0518 -2.4139 0.0 0.0 0.0 -0.172
H 1.3945 4.4465 -2.6598 0.0 0.0 0.0 0.390
```
Positions in Å, forces in eV/Å.



No. 3
# C16H33N5O3

2 unconnected molecules or ions with the total composition C16H33N5O3 in a non-equilibrium geometry (ωB97M-V with the def2-TZVPD basis set, the Open Molecules 2025 dataset).

Results
Frontier orbital gap   0.07927 hartree
Calculated total energy   -30707.5728 eV
Strongest force on any atom   0.117 hartree/bohr
Energy above the lowest of the compared OMol25 structures with the same formula, charge and spin   164.5 kcal/mol
Lowest unoccupied orbital energy   -0.046 Eh
Highest occupied orbital energy   -3.40 eV

The geometry in XYZ format:
```
57
Properties=species:S:1:pos:R:3:forces:R:3:mulliken_charge:R:1
C 0.5667 2.6040 2.5502 0.4 0.5 0.6 -0.755
C -0.6956 1.5544 2.5915 2.6 -1.9 -0.6 -0.139
O -1.9700 2.1330 2.0531 -2.7 -4.2 -1.3 -0.303
C -2.8746 1.0119 1.7018 -3.5 -3.7 0.7 0.331
N -3.7942 0.2735 2.6736 1.1 -1.0 -5.9 -0.513
C -4.4749 -0.8218 1.8272 2.4 2.6 -0.5 0.262
N -5.3565 -1.7154 2.3852 0.5 0.5 0.0 -0.096
C -6.0537 -2.8554 1.6771 -0.4 -1.0 0.4 -0.599
C -7.0809 -2.4104 0.4800 -1.3 -0.7 0.3 0.115
C -7.7428 -0.9064 0.6723 -0.9 -0.4 -1.1 -1.020
O -6.5165 -2.6226 -0.8944 0.5 -1.1 2.2 -0.553
N -4.0456 -0.7659 0.3786 -0.2 1.5 5.3 -0.018
N -3.1384 0.3174 0.3765 2.8 3.5 1.5 -0.129
H 0.8785 2.9772 3.6395 -1.0 -0.9 -2.3 0.299
H 1.5327 2.0489 2.1214 -2.3 1.0 0.6 0.092
H 0.3403 3.5920 1.9386 0.3 -2.3 1.1 0.275
H -0.4197 0.6739 1.8406 -0.4 1.8 1.6 0.249
H -0.8238 1.0587 3.6442 -0.2 1.3 -2.0 0.255
H -5.5163 -1.6196 3.4334 0.5 0.0 -2.2 0.300
H -5.2500 -3.6727 1.3468 -1.7 1.9 0.4 0.297
H -6.7204 -3.4111 2.4965 1.6 1.4 -1.7 0.322
H -8.0032 -3.1665 0.5374 2.0 1.6 0.1 0.310
H -7.1068 -0.0407 0.1917 -1.0 -1.8 1.3 0.272
H -8.0698 -0.6900 1.7894 1.1 -0.5 -2.3 0.271
H -8.7632 -0.9287 0.0532 2.3 0.1 1.3 0.337
H -6.1713 -3.5839 -0.8988 -0.9 2.2 0.0 0.361
H -4.2862 -1.3399 -0.4589 0.2 0.8 1.0 0.315
H -2.6112 0.7072 -0.4622 -1.3 -1.4 1.2 0.305
C 5.9750 -0.3708 -0.4287 0.5 0.2 0.0 -1.696
C 4.8038 0.6360 -0.4036 0.7 0.2 -0.3 1.401
C 4.9901 1.6828 -1.5330 0.0 0.2 0.1 -1.256
C 4.7724 1.1595 -2.9487 0.2 0.2 -0.3 -0.608
C 3.8052 -0.0152 -3.0272 0.0 -0.3 0.0 -1.405
C 2.8139 -0.1236 -1.8404 0.4 -0.1 -0.2 1.784
N 3.5950 -0.1878 -0.5922 -0.7 -0.2 0.1 0.493
O 2.8044 -0.3096 0.5410 -0.4 0.3 0.0 -0.895
C 2.0553 -1.4655 -2.0283 -0.1 0.1 0.2 -1.840
C 1.7825 1.0250 -1.9172 -0.3 0.2 -0.1 -1.419
C 4.9065 1.4309 0.9302 -0.4 -0.3 0.0 -1.674
H 5.8884 -1.0990 0.3842 -0.2 0.1 -0.1 0.372
H 6.9404 0.1367 -0.3113 0.0 0.0 0.0 0.362
H 6.0142 -0.9326 -1.3664 -0.1 0.1 0.0 0.328
H 4.2995 2.5192 -1.3686 0.0 -0.2 0.2 0.310
H 5.9944 2.1288 -1.4768 -0.1 -0.1 0.2 0.530
H 4.4071 1.9832 -3.5748 0.1 0.0 0.1 0.319
H 5.7321 0.8573 -3.3841 -0.1 0.0 0.0 0.342
H 3.2631 0.0327 -3.9808 -0.1 0.0 0.2 0.511
H 4.3990 -0.9369 -3.0820 -0.2 0.0 0.2 0.324
H 2.7369 -2.3200 -1.9366 0.0 0.3 0.1 0.423
H 1.5932 -1.5203 -3.0219 0.1 0.2 0.0 0.372
H 1.2529 -1.5938 -1.2921 0.3 0.1 0.1 0.318
H 1.2432 0.9938 -2.8731 0.1 -0.1 0.0 0.373
H 2.2380 2.0167 -1.8400 0.1 -0.1 0.0 0.312
H 1.0279 0.9487 -1.1270 0.3 -0.1 0.1 0.092
H 5.8644 1.9638 0.9935 -0.1 -0.1 -0.3 0.383
H 4.8568 0.7770 1.8076 -0.2 0.0 -0.3 0.337
H 4.1117 2.1817 1.0127 0.0 -0.2 0.0 0.264
```
Positions in Å, forces in eV/Å.



No. 4
# C16H33NO3S

4 unconnected molecules or ions with the total composition C16H33NO3S in a non-equilibrium geometry (ωB97M-V with the def2-TZVPD basis set, the Open Molecules 2025 dataset).

Results
Frontier orbital gap   0.24975 hartree
Calculated total energy   -35581.9540 eV
Strongest force on any atom   0.251 hartree/bohr
Energy above the lowest of the compared OMol25 structures with the same formula, charge and spin   65.2 kcal/mol
Lowest unoccupied orbital energy   0.003 Eh
Highest occupied orbital energy   -6.71 eV

The geometry in XYZ format:
```
54
Properties=species:S:1:pos:R:3:forces:R:3:mulliken_charge:R:1
C 3.7149 2.7253 1.5163 1.7 -2.0 1.9 -1.209
C 3.1988 1.2157 1.5299 4.4 1.2 2.0 -0.625
N 2.3010 0.7911 0.5207 -1.3 0.3 -1.6 0.896
C 0.9537 1.4587 0.6567 0.3 -0.8 -0.8 -1.303
C 2.6998 1.2540 -0.8245 2.2 -7.7 -4.5 -0.837
C 4.1518 0.7068 -1.2628 -1.2 -0.6 1.2 -1.182
C 2.2293 -0.6919 0.4826 0.1 -3.2 -1.4 -0.871
C 1.4620 -1.3943 1.5901 -4.2 0.0 -0.7 -0.295
O 1.3558 -2.8343 1.3160 1.0 1.4 -0.1 -0.348
C 0.4422 -3.6281 2.1037 -1.7 7.6 2.9 -0.502
H 4.4851 2.7400 0.7665 0.8 0.2 0.0 0.355
H 4.1960 2.9898 2.6007 -1.4 -0.6 -2.8 0.286
H 3.0357 3.4415 1.1486 -1.3 0.8 0.3 0.306
H 2.9310 1.0276 2.5330 -1.9 -0.2 0.9 0.497
H 4.0921 0.4933 1.5850 -0.8 1.3 -1.0 0.501
H 0.6743 1.2533 1.6398 -1.4 -0.7 1.4 0.558
H 0.3772 1.1201 -0.2181 -0.3 -0.2 0.4 0.227
H 1.0341 2.5185 0.6318 0.6 0.9 -0.4 0.554
H 2.8192 2.1950 -0.9089 -0.2 6.9 0.2 0.938
H 2.0525 0.8206 -1.7973 0.2 1.1 3.3 0.104
H 4.4780 1.1372 -2.2026 -0.3 0.2 -0.1 0.429
H 3.9180 -0.3566 -1.4419 1.1 0.3 0.1 0.352
H 4.9731 0.8843 -0.5255 -0.7 -0.4 -0.4 0.266
H 3.2498 -1.2181 0.4244 -1.2 1.5 0.1 0.314
H 1.6940 -0.9523 -0.4572 0.3 0.3 0.3 0.440
H 0.3511 -0.9393 1.5433 2.1 -1.1 0.2 0.085
H 1.8301 -1.0967 2.5508 0.4 -0.6 1.0 0.365
H -0.7402 -3.1555 1.8511 3.3 -1.9 1.0 0.144
H 0.7987 -3.4146 3.2804 -1.5 -0.7 -2.8 0.220
H 0.6093 -4.5941 1.9030 0.3 -3.5 -1.1 0.303
O -0.0039 0.1097 -2.3834 -1.7 0.8 2.5 -0.892
H -0.7993 0.2678 -1.7323 2.1 -0.5 -2.0 -0.188
C -1.8961 3.5900 -1.1870 -6.5 -1.8 10.6 -1.376
S -2.9084 2.0557 -1.2491 -2.1 2.2 1.6 0.783
O -4.1221 2.3839 -0.2877 2.3 -0.9 -2.4 -0.718
C -3.3590 2.3055 -3.0232 8.2 -1.2 1.8 -1.407
H -1.3241 3.5067 -1.8559 8.7 -0.8 -9.4 0.571
H -1.4696 3.6147 -0.1705 0.7 -0.9 -0.4 0.213
H -2.3340 4.5008 -1.0583 -2.5 2.3 -0.9 0.529
H -2.5489 1.9821 -3.7688 -0.4 -0.2 1.7 0.346
H -3.4198 3.2361 -3.2687 -1.4 5.9 -0.9 0.552
H -4.0699 1.7301 -3.1922 -6.9 -4.8 -1.5 0.492
C -3.7777 -4.1544 -0.4568 1.4 2.4 1.1 -0.389
C -4.5912 -3.4885 0.6792 4.9 1.6 -3.3 -0.596
C -4.1468 -2.2281 1.1407 -0.8 -2.4 -1.2 -0.485
C -3.0885 -1.5351 0.5359 0.5 -0.4 -0.2 0.007
C -2.3388 -2.1036 -0.4572 0.9 -2.5 -1.6 0.142
C -2.5464 -3.6308 -1.0179 -2.6 4.4 2.9 -0.636
H -4.1227 -5.0755 -0.8515 -0.4 -0.9 -0.1 0.381
H -5.5093 -3.8635 0.9883 -1.2 -1.0 0.6 0.444
H -4.7248 -1.8251 1.9178 -0.6 0.9 1.0 0.414
H -2.7579 -0.5103 0.7949 -0.8 -0.7 0.2 0.244
H -1.5961 -1.3239 -0.7777 -0.1 -1.8 -0.7 0.223
H -1.9130 -4.0416 -1.8543 -1.0 0.5 1.2 0.376
```
Positions in Å, forces in eV/Å.